Entry 1:
Here is a structure of composition C22H34BrN4O2SSi4W at a distorted geometry from the OMol25 dataset. Energies are from ωB97M-V/def2-TZVPD.

Each line ends with the Löwdin spin population.
Geometry (Å):
W: -0.03 -0.11 -0.01  1.81
Br: -1.02 5.97 -3.57  0.00
S: 0.27 1.19 2.19  0.04
Si: 0.69 -4.14 0.05  -0.01
Si: -1.46 -2.60 3.08  -0.01
Si: -2.53 -1.38 -2.51  0.00
Si: -0.36 -2.26 1.02  -0.13
O: -1.47 0.59 -4.11  0.00
O: -1.03 -0.37 -2.14  0.04
N: 0.68 3.36 -0.92  0.00
N: 1.94 -0.66 -0.58  0.03
N: 7.09 -1.24 -2.01  0.01
N: -2.02 1.09 0.58  0.08
C: -0.89 3.16 -3.20  0.00
C: -2.81 -1.35 3.24  0.00
C: 0.27 4.45 -1.55  0.00
C: -2.13 -4.33 3.21  0.00
C: 2.31 -0.70 -1.88  0.04
C: -2.39 -2.15 -4.17  0.00
C: 1.03 -3.78 -1.77  0.00
C: -1.16 1.25 1.37  0.04
C: -3.89 -0.18 -2.24  0.00
C: -1.01 0.71 -3.02  0.00
C: -0.51 4.39 -2.71  0.00
C: -0.49 2.02 -2.53  0.00
C: -0.12 -2.30 4.34  -0.01
C: -0.37 -5.66 0.18  0.00
C: 3.62 -0.86 -2.28  -0.01
C: 4.61 -0.96 -1.32  0.03
C: 2.32 -4.41 0.93  0.00
C: 4.24 -0.91 0.02  -0.01
C: 5.99 -1.11 -1.70  0.00
C: 0.31 2.19 -1.41  0.02
C: -2.58 -2.73 -1.26  -0.02
C: 2.91 -0.77 0.34  0.03
H: -4.85 -0.70 -2.19  0.00
H: -3.27 -1.40 4.24  0.00
H: -1.41 -2.62 -4.30  0.00
H: 2.89 -5.19 0.43  0.00
H: -2.67 -4.45 4.15  0.00
H: 0.61 -2.82 -2.08  0.00
H: -0.51 -2.45 5.36  0.00
H: -0.82 -5.78 1.17  0.00
H: 0.58 -4.55 -2.40  0.00
H: -3.42 -3.37 -1.53  0.00
H: -1.34 -5.07 3.17  0.00
H: -2.84 -4.54 2.39  0.00
H: 2.10 -3.77 -1.97  0.00
H: 2.93 -3.50 0.93  0.00
H: -2.75 -2.36 -0.24  -0.01
H: -1.19 -5.63 -0.55  0.00
H: 1.52 -0.63 -2.61  0.00
H: -1.51 3.07 -4.09  0.00
H: -3.73 0.35 -1.30  0.00
H: -2.42 -0.33 3.11  0.00
H: 0.82 1.34 -0.93  0.01
H: 2.59 -0.76 1.37  0.00
H: 4.98 -0.99 0.80  0.00
H: 0.24 -1.27 4.27  0.00
H: -3.60 -1.51 2.50  0.00
H: 3.85 -0.89 -3.34  0.00
H: -3.96 0.55 -3.05  0.00
H: 2.18 -4.71 1.97  0.00
H: 0.56 5.40 -1.14  0.00
H: -3.15 -2.93 -4.25  0.00
H: 0.22 -6.56 -0.03  0.00
H: -1.68 -3.35 -1.29  0.00
H: -2.53 -1.43 -4.97  0.00
H: 0.73 -2.97 4.21  0.00

Computed properties:
**LUMO (spin up / spin down)**: -3.9 / -4.3 eV
**Total charge**: +1
**Highest occupied orbital energy (spin up / spin down)**: -0.3908 / -0.3683 Eh
**Multiplicity**: 3
**HOMO-LUMO gap (spin up / spin down)**: 6.7 / 5.8 eV
**Expectation value of S²**: 2.137
**Energy relative to the best compared isomer or geometry (same formula, charge and spin)**: 168.4 kJ/mol

---

Entry 2:
Here is a cluster of 2 separate species, C4H7N2 in total at a distorted geometry from the OMol25 dataset. Energies are from ωB97M-V/def2-TZVPD.

Each line ends with the Löwdin charge.
Geometry (Å):
N: 0.45 -1.05 1.21  0.07
N: 0.45 0.71 -0.30  -0.01
C: -0.93 0.77 -0.50  -0.08
C: -0.21 -1.51 0.23  -0.06
C: 0.87 0.29 1.08  -0.12
C: -0.27 -0.46 -0.90  -0.13
H: -1.57 0.69 0.41  0.17
H: 1.13 1.19 -0.92  0.22
H: -1.47 1.31 -1.26  0.14
H: -0.64 -2.59 0.19  0.17
H: 0.11 -0.82 -2.33  0.30
H: 0.18 0.98 1.74  0.18
H: 1.91 0.51 1.35  0.15

Computed properties:
**LUMO**: -4.0 eV
**Total charge**: +1
**Highest occupied orbital energy**: -0.5581 Eh
**HOMO-LUMO gap**: 11.2 eV
**Energy relative to the best compared isomer or geometry (same formula, charge and spin)**: 473.4 kJ/mol

---

Entry 3:
Here is a cluster of 2 separate species, C2H2ClN3 in total at a distorted geometry from the OMol25 dataset. Energies are from ωB97M-V/def2-TZVPD.

Each line ends with the Löwdin charge.
Geometry (Å):
Cl: 0.73 0.95 0.39  0.77
N: 3.77 -1.06 0.57  0.15
N: -1.49 -1.27 0.32  0.08
N: -1.22 -0.28 0.84  -0.22
C: 2.89 -0.53 0.05  -0.36
C: 1.87 0.16 -0.55  -0.55
H: 1.77 0.24 -1.62  0.06
H: -1.74 0.26 1.55  0.08

Computed properties:
**LUMO (spin up / spin down)**: 0.1 / -1.3 eV
**Highest occupied orbital energy (spin up / spin down)**: -0.3222 / -0.2950 Eh
**HOMO-LUMO gap (spin up / spin down)**: 8.9 / 6.7 eV
**Energy relative to the best compared isomer or geometry (same formula, charge and spin)**: 412.6 kJ/mol

---

Entry 4:
Here is a cluster of 6 separate species, C22H30IN6P in total at a distorted geometry from the OMol25 dataset. Energies are from ωB97M-V/def2-TZVPD.

Each line ends with the Löwdin charge.
Geometry (Å):
I: 1.94 -2.58 -3.96  0.34
P: 0.06 -1.05 -3.68  0.42
N: -1.44 -3.92 -3.96  0.08
N: -2.11 -3.06 -0.27  0.01
N: 5.52 -4.03 -4.47  0.00
N: -2.32 2.80 5.92  0.00
N: -0.67 4.16 0.34  0.02
N: 1.62 2.11 2.62  0.00
C: -2.07 4.14 6.02  -0.15
C: -3.13 -3.54 0.50  -0.14
C: -1.14 -2.53 0.53  -0.16
C: -1.49 3.51 -0.54  -0.14
C: 6.14 -3.38 -3.44  -0.15
C: -2.31 4.45 -1.12  -0.12
C: -4.29 3.79 5.99  -0.11
C: 6.38 -4.94 -5.02  -0.14
C: 0.33 1.68 2.81  -0.14
C: -3.28 4.78 6.06  -0.11
C: -3.67 2.58 5.90  -0.14
C: 7.42 -3.87 -3.34  -0.11
C: -2.81 -3.32 1.81  -0.11
C: -0.95 5.50 0.34  -0.14
C: 1.12 0.83 0.88  -0.11
C: 7.57 -4.86 -4.35  -0.11
C: 2.10 1.59 1.45  -0.14
C: -1.54 -2.68 1.83  -0.12
C: -1.97 5.71 -0.56  -0.12
C: -1.43 -1.65 -4.62  -0.47
C: -0.01 0.89 1.75  -0.12
C: -1.36 -3.11 -4.90  -0.41
H: -4.00 -4.00 0.05  0.10
H: -0.41 6.18 0.97  0.10
H: -4.07 1.58 5.83  0.11
H: -3.41 -3.59 2.66  0.09
H: -2.41 6.66 -0.79  0.09
H: -0.23 1.98 3.67  0.09
H: 6.08 -5.56 -5.85  0.10
H: 4.58 -3.87 -4.77  0.06
H: -0.25 -2.09 0.11  0.09
H: 3.11 1.80 1.12  0.11
H: 8.16 -3.55 -2.62  0.09
H: -3.07 4.25 -1.85  0.09
H: -1.62 2.08 5.87  0.13
H: -0.36 -1.26 -2.35  -0.15
H: 1.19 0.29 -0.05  0.08
H: -2.08 -3.09 -1.28  0.11
H: 5.62 -2.62 -2.87  0.10
H: -0.97 0.40 1.60  0.09
H: 2.13 2.71 3.24  0.14
H: -1.25 -3.46 -5.92  0.11
H: -3.42 5.85 6.14  0.09
H: -1.42 2.45 -0.68  0.10
H: -1.38 -4.88 -4.31  0.06
H: -1.06 4.52 6.05  0.10
H: -2.30 -1.54 -4.01  0.07
H: 0.03 3.71 0.91  0.12
H: -0.99 -2.36 2.70  0.09
H: 8.45 -5.44 -4.55  0.09
H: -5.36 3.95 6.00  0.09
H: -1.51 -1.10 -5.54  0.05

Computed properties:
**LUMO**: -0.4 eV
**Highest occupied orbital energy**: -0.2946 Eh
**HOMO-LUMO gap**: 7.6 eV
**SMILES string**: [H]/N=C/CPI.c1cc[nH]c1.c1cc[nH]c1.c1cc[nH]c1.c1cc[nH]c1.c1cc[nH]c1

---

Entry 5:
Here is an isolated molecule of C16H25NO from the OMol25 dataset. Energies are from ωB97M-V/def2-TZVPD.

Each line ends with the Löwdin charge.
Geometry (Å):
O: 1.23 1.22 1.11  -0.10
N: -1.74 -1.52 -0.29  -0.04
C: -3.07 1.84 -1.43  -0.20
C: 1.73 -1.08 1.25  -0.17
C: 2.40 -2.13 1.85  -0.04
C: 3.46 -0.63 3.39  -0.09
C: 0.77 -1.30 0.13  -0.13
C: -2.80 0.95 -3.80  -0.21
C: 3.26 -1.92 2.91  -0.10
C: 2.80 0.44 2.81  -0.02
C: -0.68 -1.30 0.66  -0.21
C: 1.93 0.23 1.74  -0.22
C: -2.55 2.12 -2.84  -0.20
C: -1.07 -0.41 -2.46  -0.17
C: -2.07 -0.51 -1.29  -0.34
C: 1.39 2.54 1.55  -0.08
C: -2.25 0.85 -0.61  -0.17
C: -1.71 -0.12 -3.82  -0.20
H: -3.76 0.50 -3.55  0.10
H: -1.60 -2.42 -0.76  0.11
H: -0.33 0.36 -2.24  0.10
H: 1.08 2.66 2.59  0.10
H: -3.10 2.79 -0.88  0.11
H: 0.88 -0.49 -0.60  0.10
H: -0.87 -0.35 1.17  0.11
H: -1.27 1.29 -0.40  0.11
H: 2.24 -3.13 1.48  0.11
H: 2.43 2.88 1.44  0.10
H: 2.97 1.43 3.19  0.10
H: 4.13 -0.45 4.21  0.10
H: 3.78 -2.75 3.37  0.10
H: -0.77 -2.10 1.41  0.12
H: -3.03 -0.83 -1.69  0.14
H: -3.07 3.00 -3.23  0.11
H: -0.92 0.18 -4.51  0.11
H: -4.10 1.48 -1.51  0.11
H: 0.75 3.15 0.91  0.09
H: -2.15 -1.05 -4.21  0.11
H: -0.52 -1.36 -2.55  0.11
H: 0.97 -2.25 -0.36  0.12
H: -1.49 2.36 -2.81  0.11
H: -2.76 0.69 0.34  0.12
H: -2.90 1.34 -4.82  0.10

Computed properties:
**LUMO**: 0.8 eV
**Highest occupied orbital energy**: -0.2973 Eh
**HOMO-LUMO gap**: 8.9 eV
**SMILES string**: COc1ccccc1CCNC1CCCCCC1
**Energy relative to the best compared isomer or geometry (same formula, charge and spin)**: 139.3 kJ/mol

---

Entry 6:
Here is a structure of composition C16H32O32S8 at a distorted geometry from the OMol25 dataset. Energies are from ωB97M-V/def2-TZVPD.

Each line ends with the Löwdin charge.
Geometry (Å):
S: -6.29 3.28 18.87  0.59
S: -6.42 4.07 28.03  0.62
S: -0.07 6.82 20.08  0.62
S: -0.02 5.83 27.46  0.59
S: -2.02 -0.68 21.97  0.59
S: -1.59 4.36 23.22  0.59
S: -3.13 1.01 28.36  0.60
S: -6.89 1.50 24.25  0.62
O: -6.60 2.47 28.20  -0.17
O: -1.07 -0.29 22.95  -0.20
O: -1.47 -1.86 21.05  -0.18
O: -2.18 0.01 29.18  -0.19
O: -0.84 5.34 23.89  -0.21
O: -1.94 0.46 20.82  -0.22
O: -1.45 2.97 23.95  -0.17
O: 0.97 6.72 27.89  -0.21
O: -5.18 4.36 27.41  -0.21
O: -7.58 4.64 27.45  -0.21
O: -3.14 4.60 23.67  -0.20
O: -6.75 2.82 17.62  -0.21
O: 0.66 7.13 18.91  -0.21
O: -2.63 1.31 27.08  -0.19
O: -3.56 2.07 29.20  -0.22
O: -7.51 0.55 23.40  -0.20
O: -6.93 4.36 19.52  -0.22
O: -6.20 2.05 19.91  -0.18
O: -0.25 8.17 20.93  -0.19
O: -0.94 5.48 28.71  -0.18
O: -8.01 2.16 25.21  -0.19
O: -4.71 3.49 18.74  -0.18
O: -1.53 4.22 21.81  -0.22
O: 0.31 4.67 26.73  -0.20
O: 0.52 5.84 20.91  -0.22
O: -6.73 2.90 23.44  -0.20
O: -6.32 4.40 29.60  -0.17
O: -1.67 6.64 19.90  -0.19
O: -5.73 1.14 24.97  -0.19
O: -1.18 6.63 26.65  -0.19
O: -3.36 -0.91 22.35  -0.20
O: -4.31 -0.03 28.23  -0.20
C: -6.71 3.27 30.40  -0.16
C: -8.70 3.20 24.56  -0.17
C: -1.37 7.99 21.81  -0.16
C: -2.74 2.39 24.28  -0.14
C: -4.89 1.98 20.46  -0.17
C: -2.40 7.32 20.91  -0.17
C: -3.58 3.60 24.62  -0.14
C: -2.45 6.43 27.25  -0.17
C: -2.27 5.29 28.24  -0.18
C: -4.14 3.25 20.05  -0.15
C: -7.31 2.31 29.41  -0.21
C: -2.95 -1.01 29.91  -0.09
C: -4.36 -0.95 29.33  -0.15
C: -0.97 -1.37 19.81  -0.15
C: -8.06 3.29 23.18  -0.18
C: -0.79 0.13 20.03  -0.16
H: -2.55 -2.01 29.81  0.13
H: -4.89 1.83 21.54  0.12
H: -3.08 6.65 21.44  0.12
H: -8.56 2.72 22.38  0.13
H: -8.07 4.30 22.77  0.14
H: -0.74 0.73 19.13  0.14
H: -1.06 7.30 22.59  0.10
H: -4.26 4.17 20.63  0.12
H: -3.05 8.06 20.43  0.13
H: -2.89 -0.53 30.89  0.13
H: -3.19 6.09 26.53  0.12
H: -5.18 -0.67 30.00  0.12
H: -2.33 4.33 27.73  0.11
H: -2.59 1.66 25.07  0.10
H: -4.68 -1.89 28.87  0.13
H: -4.64 3.41 24.55  0.10
H: -2.99 5.26 29.05  0.13
H: -7.51 3.59 31.08  0.14
H: -1.73 -1.47 19.03  0.14
H: -8.59 4.16 25.06  0.12
H: -3.24 3.98 25.59  0.11
H: -7.28 1.29 29.80  0.14
H: -2.72 7.36 27.74  0.13
H: -9.76 2.97 24.46  0.13
H: -8.40 2.41 29.31  0.14
H: -0.07 -1.92 19.54  0.14
H: -5.89 2.92 31.02  0.13
H: -3.08 3.03 20.02  0.12
H: -1.69 8.95 22.19  0.13
H: -4.36 1.11 20.06  0.12
H: -3.10 1.88 23.38  0.11
H: 0.09 0.35 20.65  0.13

Computed properties:
**LUMO**: -0.3 eV
**Highest occupied orbital energy**: -0.3888 Eh
**HOMO-LUMO gap**: 10.3 eV
**Energy relative to the best compared isomer or geometry (same formula, charge and spin)**: 118.3 kJ/mol

---

Entry 7:
Here is a cluster of 2 separate species, C10H15N4S in total at a distorted geometry from the OMol25 dataset. Energies are from ωB97M-V/def2-TZVPD.

Each line ends with the Löwdin charge.
Geometry (Å):
S: -1.38 0.72 -3.89  0.97
N: -0.55 -0.67 -1.71  -0.10
N: -3.66 0.69 -2.46  0.11
N: -1.87 -0.46 -1.64  -0.02
N: 0.18 0.21 0.19  0.11
C: -2.40 0.30 -2.51  -0.75
C: 1.94 -1.60 2.79  -0.02
C: 3.04 -2.04 1.99  -0.03
C: -0.99 0.76 0.67  -0.26
C: 0.95 -0.67 0.74  -0.29
C: 2.00 -1.27 0.00  0.00
C: 0.91 -0.95 2.13  0.02
C: 3.01 -1.94 0.62  -0.08
C: 0.04 0.12 -2.76  -0.37
C: -0.87 2.30 0.87  -0.04
H: 0.42 1.18 -2.45  0.11
H: -1.26 0.33 1.66  0.12
H: -0.42 -1.69 -1.80  0.17
H: 0.67 -0.47 -3.48  0.10
H: 3.70 -2.46 -0.10  0.15
H: -1.80 0.82 -0.15  0.14
H: 0.13 2.53 1.43  0.12
H: 0.05 -0.44 2.64  0.12
H: -1.70 2.69 1.25  0.03
H: -4.40 0.10 -2.10  0.12
H: 3.85 -2.72 2.38  0.14
H: 1.91 -1.14 -1.03  0.09
H: -4.21 1.19 -3.20  0.15
H: 1.76 -1.67 3.83  0.11
H: -0.50 2.63 -0.11  0.08

Computed properties:
**LUMO (spin up / spin down)**: -5.5 / -5.3 eV
**Total charge**: +1
**Highest occupied orbital energy (spin up / spin down)**: -0.4245 / -0.4313 Eh
**HOMO-LUMO gap (spin up / spin down)**: 6.1 / 6.5 eV
**Energy relative to the best compared isomer or geometry (same formula, charge and spin)**: 227.4 kJ/mol

---

Entry 8:
Here is the ion C2H3NOPS with charge +1 at a distorted geometry from the OMol25 dataset. Energies are from ωB97M-V/def2-TZVPD.

Each line ends with the Löwdin charge.
Geometry (Å):
S: 3.37 -1.74 -2.59  0.30
P: 2.81 -1.59 -0.76  0.57
O: 1.13 -0.91 -1.09  -0.42
N: 0.19 -0.25 -0.38  0.12
C: -0.57 0.22 0.33  -0.01
C: -1.53 0.97 0.96  0.00
H: -1.23 0.81 2.01  0.12
H: -2.63 0.50 0.98  0.18
H: -1.54 1.99 0.53  0.14

Computed properties:
**LUMO**: -5.8 eV
**Total charge**: +1
**Highest occupied orbital energy**: -0.5300 Eh
**HOMO-LUMO gap**: 8.7 eV
**SMILES string**: CC#[N+]OP=S
**Energy relative to the best compared isomer or geometry (same formula, charge and spin)**: 122.3 kJ/mol